Model i:
Here is a 10-piece molecular cluster, C28H82N6O10 overall from OMol25. Energies are from ωB97M-V/def2-TZVPD.

Computed properties:
2S+1 ... 1
Structure (SMILES) ... COC[C@H](C)N.COC[C@H](C)N.COC[C@H](C)N.COC[C@H](C)N.COC[C@H](C)N.COC[C@H](C)N.CCO.CCO.O.O
Kohn-Sham gap ... 9.234 eV
HOMO ... -8.85 eV

Bonds (Å) are listed after each position.
CARTESIAN COORDINATES (ANGSTROEM)
1 H 5.835 -1.846 -1.117  C21 1.095
2 C 0.961 0.224 -1.632  C30 1.501, N37 1.462, H59 1.097, C93 1.527
3 H -0.426 -2.269 3.885  C17 1.102
4 H 8.454 -3.306 0.177  C56 1.097
5 N 0.216 -2.855 6.507  H45 1.012, H50 1.021, C119 1.494
6 H 0.239 2.032 -1.056  N37 1.013
7 H -0.780 4.842 0.806  C39 1.092
8 H -0.035 -0.346 0.146  C93 1.095
9 H -2.892 1.706 6.395  C60 1.097
10 H -0.567 1.447 3.693  N48 1.028
11 H -1.625 2.434 -0.565  N114 1.018
12 O 1.622 -2.564 4.042  C17 1.422, C76 1.408
13 H 1.242 3.116 4.464  C92 1.089
14 H 1.720 -0.341 0.337  C93 1.088
15 H -0.792 -2.834 -6.430  C107 1.095
16 H -2.175 -2.555 0.379  C75 1.093
17 C 0.461 -1.797 4.336  H3 1.102, O12 1.422, H38 1.104, C119 1.528
18 H -1.901 0.750 -8.605  C122 1.088
19 C 1.492 -0.678 6.346  H23 1.090, H67 1.092, H109 1.090, C119 1.512
20 H -4.150 -4.597 0.654  O44 0.964
21 C 5.070 -2.621 -1.002  H1 1.095, C84 1.534, N117 1.473, C123 1.511
22 H 1.326 -3.770 2.410  C76 1.097
23 H 1.682 -0.750 7.416  C19 1.090
24 H 2.137 2.983 1.559  C70 1.096
25 H 0.228 1.636 1.393  O68 0.971
26 C -2.994 1.063 3.044  H36 1.093, H61 1.099, O101 1.407, C111 1.571
27 C -4.761 5.016 1.816  H65 1.092, O72 1.406, H88 1.088, H105 1.097
28 H -3.404 0.667 -2.446  C32 1.092
29 O 1.703 -2.606 -4.476  H73 0.964, H116 0.964
30 C -0.210 0.016 -2.548  C2 1.501, O55 1.405, H89 1.099, H121 1.096
31 H -3.913 -1.347 2.083  C49 1.097
32 C -2.544 0.086 -2.786  H28 1.092, O55 1.409, H85 1.095, H95 1.094
33 H -5.445 -1.108 2.974  C49 1.086
34 H 1.711 4.058 -3.537  O103 0.963
35 H 3.652 -3.296 -2.397  N117 1.017
36 H -3.055 2.149 2.940  C26 1.093
37 N 1.126 1.651 -1.361  C2 1.462, H6 1.013, H46 1.007
38 H 0.506 -0.869 3.739  C17 1.104
39 C -1.518 4.462 0.097  H7 1.092, C63 1.524, C102 1.524, N114 1.467
40 H 0.520 1.635 -5.345  N110 1.011
41 H 2.770 3.656 3.883  C92 1.098
42 H -1.450 -2.537 -8.018  C107 1.096
43 H 3.420 -1.423 -0.338  C123 1.085
44 O -3.602 -4.908 -0.076  H20 0.964, C47 1.423
45 H -0.626 -3.370 6.281  N5 1.012
46 H 1.862 2.038 -0.792  N37 1.007
47 C -2.260 -4.707 0.351  O44 1.423, H71 1.095, C75 1.533, H100 1.097
48 N -1.065 1.457 4.592  H10 1.028, H57 1.022, C111 1.451
49 C -4.394 -0.837 2.927  H31 1.097, H33 1.086, O101 1.403, H125 1.096
50 H 0.955 -3.426 6.095  N5 1.021
51 H -0.201 1.135 -8.843  C122 1.095
52 H -0.200 4.386 -1.708  C63 1.090
53 H 3.422 -3.111 0.277  C123 1.095
54 H 4.519 -2.014 0.982  C123 1.092
55 O -1.435 0.387 -1.970  C30 1.405, C32 1.409
56 C 7.551 -2.991 0.715  H4 1.097, O58 1.404, H86 1.089, H113 1.092
57 H -1.263 2.452 4.708  N48 1.022
58 O 6.528 -3.932 0.519  C56 1.404, C84 1.419
59 H 1.891 -0.009 -2.164  C2 1.097
60 C -3.389 1.390 5.470  H9 1.097, H69 1.092, H96 1.089, C111 1.531
61 H -2.307 0.696 2.269  C26 1.099
62 H -2.838 6.134 0.232  C102 1.106
63 C -1.152 4.777 -1.349  C39 1.524, H52 1.090, H74 1.092, H118 1.095
64 C -0.699 -0.404 -6.470  O80 1.405, H81 1.100, C97 1.526, H106 1.100
65 H -4.867 6.102 1.763  C27 1.092
66 H -3.611 4.696 -0.387  C102 1.102
67 H 1.214 0.361 6.153  C19 1.092
68 O 0.761 1.633 2.205  H25 0.971, C70 1.439
69 H -3.914 2.283 5.124  C60 1.092
70 C 1.397 2.913 2.365  H24 1.096, O68 1.439, H79 1.093, C92 1.517
71 H -2.096 -4.818 1.428  C47 1.095
72 O -3.402 4.706 1.636  C27 1.406, C102 1.392
73 H 2.386 -2.398 -5.124  O29 0.964
74 H -1.207 5.844 -1.574  C63 1.092
75 C -1.711 -3.376 -0.174  H16 1.093, C47 1.533, H91 1.089, H104 1.089
76 C 1.757 -2.792 2.659  O12 1.408, H22 1.097, H78 1.096, H126 1.092
77 H -0.640 -1.111 6.037  C119 1.093
78 H 1.334 -2.013 2.016  C76 1.096
79 H 0.734 3.778 2.290  C70 1.093
80 O -1.914 -1.081 -6.674  C64 1.405, C107 1.417
81 H -0.334 -0.570 -5.445  C64 1.100
82 H -2.500 -3.113 -6.693  C107 1.087
83 H 1.292 2.653 -3.035  O103 0.986
84 C 5.892 -3.891 -0.749  C21 1.534, O58 1.419, H90 1.092, H124 1.102
85 H -2.444 0.390 -3.833  C32 1.095
86 H 7.802 -2.994 1.774  C56 1.089
87 H -2.466 2.710 0.721  N114 1.015
88 H -5.124 4.634 2.767  C27 1.088
89 H -0.254 -1.053 -2.801  C30 1.099
90 H 5.294 -4.798 -0.856  C84 1.092
91 H -0.631 -3.360 -0.029  C75 1.089
92 C 2.021 2.865 3.746  H13 1.089, H41 1.098, C70 1.517, H108 1.086
93 C 0.912 -0.596 -0.345  C2 1.527, H8 1.095, H14 1.088, H99 1.092
94 H -2.390 -0.240 4.644  C111 1.092
95 H -2.763 -0.979 -2.673  C32 1.094
96 H -4.098 0.637 5.811  C60 1.089
97 C -0.785 1.085 -6.793  C64 1.526, H98 1.099, N110 1.472, C122 1.518
98 H -1.535 1.556 -6.142  C97 1.099
99 H 0.877 -1.662 -0.574  C93 1.092
100 H -1.647 -5.503 -0.091  C47 1.097
101 O -4.301 0.562 2.901  C26 1.407, C49 1.403
102 C -2.899 5.040 0.381  C39 1.524, H62 1.106, H66 1.102, O72 1.392
103 O 1.219 3.273 -3.798  H34 0.963, H83 0.986
104 H -2.049 -3.268 -1.203  C75 1.089
105 H -5.388 4.504 1.076  C27 1.097
106 H 0.155 -0.806 -7.036  C64 1.100
107 C -1.677 -2.451 -6.949  H15 1.095, H42 1.096, O80 1.417, H82 1.087
108 H 2.584 1.957 3.942  C92 1.086
109 H 2.432 -0.902 5.841  C19 1.090
110 N 0.478 1.701 -6.353  H40 1.011, C97 1.472, H120 1.011
111 C -2.372 0.837 4.468  C26 1.571, N48 1.451, C60 1.531, H94 1.092
112 H 5.079 -2.974 -3.032  N117 1.018
113 H 7.333 -1.956 0.440  C56 1.092
114 N -1.604 3.008 0.275  H11 1.018, C39 1.467, H87 1.015
115 H -1.246 2.448 -8.391  C122 1.090
116 H 2.111 -2.413 -3.624  O29 0.964
117 N 4.426 -2.640 -2.327  C21 1.473, H35 1.017, H112 1.018
118 H -1.878 4.311 -2.024  C63 1.095
119 C 0.350 -1.527 5.836  N5 1.494, C17 1.528, C19 1.512, H77 1.093
120 H 0.509 2.688 -6.571  N110 1.011
121 H 0.013 0.541 -3.484  C30 1.096
122 C -1.088 1.380 -8.250  H18 1.088, H51 1.095, C97 1.518, H115 1.090
123 C 4.034 -2.238 0.030  C21 1.511, H43 1.085, H53 1.095, H54 1.092
124 H 6.737 -3.956 -1.454  C84 1.102
125 H -3.887 -1.278 3.792  C49 1.096
126 H 2.830 -2.795 2.455  C76 1.092

Mulliken atomic charge list, values in e, 8 entries: H 0.153; C 0.065; H 0.377; H 0.312; N -0.870; H -0.136; H 0.165; H 0.138

Model ii:
Here is a 10-piece molecular cluster, C28H82N6O10 overall from OMol25. Energies are from ωB97M-V/def2-TZVPD.

Computed properties:
2S+1 ... 1
Structure (SMILES) ... COC[C@H](C)N.COC[C@H](C)N.COC[C@H](C)N.COC[C@H](C)N.COC[C@H](C)N.COC[C@H](C)N.CO.CO.CO.CO
Kohn-Sham gap ... 9.338 eV
HOMO ... -8.98 eV

Bonds (Å) are listed after each position.
CARTESIAN COORDINATES (ANGSTROEM)
1 H 1.840 -2.855 -5.358  C22 1.099
2 H -2.257 -5.723 -6.148  C112 1.073
3 H 1.048 4.964 -2.802  C48 1.110
4 C -2.773 3.864 2.501  H8 1.076, O38 1.431, H115 1.092, H116 1.101
5 C -1.817 -2.873 -1.262  H59 1.100, H60 1.084, H76 1.073, C104 1.543
6 H -2.916 -1.618 4.158  C74 1.129
7 H 0.379 -0.387 4.935  N72 1.028
8 H -2.301 4.824 2.380  C4 1.076
9 H -3.164 -0.491 0.610  N98 1.015
10 H -0.776 0.854 6.172  C73 1.098
11 C -3.577 1.407 -0.097  C89 1.500, H91 1.126, N98 1.449, C99 1.509
12 C 1.858 -0.682 -3.014  C23 1.529, H71 1.133, N105 1.474, C110 1.552
13 H 0.165 1.196 0.910  C46 1.083
14 H 3.245 -1.944 2.581  C42 1.085
15 O 1.885 2.990 -2.537  C48 1.465, C69 1.420
16 H 3.085 -4.084 -5.085  C22 1.086
17 H 2.314 -6.250 -0.931  C82 1.106
18 C 1.187 2.593 5.109  H21 1.122, C36 1.528, O62 1.427, H103 1.121
19 H 3.793 -1.085 -2.368  C110 1.074
20 H 2.086 -6.149 1.635  C95 1.099
21 H 2.278 2.553 4.851  C18 1.122
22 C 2.768 -3.081 -4.815  H1 1.099, H16 1.086, O44 1.429, H75 1.091
23 C 1.457 -2.153 -3.138  C12 1.529, H43 1.098, O44 1.402, H65 1.098
24 H -0.142 4.012 0.969  C27 1.101
25 N -2.826 -5.138 -1.612  H88 1.010, C104 1.473, H121 1.003
26 H -0.262 -5.996 -0.141  N106 1.020
27 C 0.281 4.793 1.618  H24 1.101, H28 1.116, O52 1.391, H102 1.094
28 H 0.136 4.517 2.689  C27 1.116
29 C 1.107 -4.297 1.707  O57 1.417, H94 1.102, C95 1.500, H126 1.096
30 H -1.753 0.822 4.720  C73 1.087
31 H 1.238 4.468 6.864  C93 1.106
32 H 3.246 0.635 1.183  C61 1.092
33 H -2.064 -1.753 1.972  O97 0.987
34 H 1.266 2.824 -0.603  C69 1.104
35 H 1.620 -1.785 1.906  C42 1.081
36 C 0.250 1.591 4.436  C18 1.528, N72 1.438, C73 1.550, H119 1.084
37 H -0.814 -4.905 -5.443  C112 1.085
38 O -3.043 3.382 1.182  C4 1.431, C99 1.429
39 H 0.851 0.991 -2.429  N105 1.030
40 H -5.570 2.035 -0.338  C89 1.095
41 N -0.261 4.685 -5.089  C68 1.494, H86 1.005, H117 1.019
42 C 2.247 -2.370 2.564  H14 1.085, H35 1.081, O57 1.439, H92 1.096
43 H 1.112 -2.365 -2.117  C23 1.098
44 O 2.506 -3.042 -3.412  C22 1.429, C23 1.402
45 H -0.905 -4.230 -3.377  C85 1.102
46 C -0.024 0.144 0.736  H13 1.083, H49 1.087, H51 1.072, O84 1.424
47 H -4.797 1.601 -1.897  C89 1.084
48 C 0.880 3.905 -3.086  H3 1.110, O15 1.465, C68 1.516, H78 1.121
49 H -0.627 0.083 -0.166  C46 1.087
50 H -2.127 -3.972 -6.192  C112 1.089
51 H 0.941 -0.298 0.585  C46 1.072
52 O 1.653 4.866 1.402  C27 1.391, H77 0.970
53 H -3.584 -3.281 -2.391  C104 1.103
54 C 2.201 4.620 -5.066  H56 1.079, C68 1.549, H118 1.082, H124 1.095
55 H -4.237 -2.695 3.633  C74 1.118
56 H 2.131 5.628 -4.688  C54 1.079
57 O 2.327 -3.755 2.182  C29 1.417, C42 1.439
58 H 1.184 5.765 5.620  C93 1.089
59 H -2.316 -2.686 -0.299  C5 1.100
60 H -0.820 -3.249 -1.059  C5 1.084
61 C 3.443 1.513 1.803  H32 1.092, H80 1.100, H100 1.107, O111 1.450
62 O 0.675 3.921 5.002  C18 1.427, C93 1.382
63 H -1.468 2.395 5.575  C73 1.097
64 H 3.249 0.468 -1.745  C110 1.099
65 H 0.611 -2.230 -3.834  C23 1.098
66 H -4.497 1.844 1.655  C99 1.095
67 H -0.433 -6.438 1.481  N106 1.035
68 C 0.912 3.898 -4.602  N41 1.494, C48 1.516, C54 1.549, H107 1.100
69 C 2.159 3.166 -1.155  O15 1.420, H34 1.104, H101 1.084, H120 1.096
70 H 2.519 4.563 5.680  C93 1.085
71 H 2.241 -0.317 -4.017  C12 1.133
72 N 0.748 0.259 4.226  H7 1.028, C36 1.438, H96 1.017
73 C -1.043 1.429 5.276  H10 1.098, H30 1.087, C36 1.550, H63 1.097
74 C -3.562 -1.880 3.270  H6 1.129, H55 1.118, O97 1.406, H123 1.138
75 H 3.538 -2.375 -5.133  C22 1.091
76 H -1.733 -1.928 -1.764  C5 1.073
77 H 2.038 5.240 2.210  O52 0.970
78 H -0.153 3.605 -2.768  C48 1.121
79 O -2.557 -4.836 -4.342  C85 1.371, C112 1.447
80 H 4.304 2.011 1.335  C61 1.100
81 H -1.955 -2.920 -4.049  C85 1.122
82 C 2.230 -5.341 -0.306  H17 1.106, H90 1.126, C95 1.595, H113 1.093
83 H -0.034 -0.118 -3.442  N105 1.015
84 O -0.799 -0.365 1.817  C46 1.424, H114 1.003
85 C -1.950 -3.914 -3.528  H45 1.102, O79 1.371, H81 1.122, C104 1.505
86 H -1.126 4.258 -4.811  N41 1.005
87 H -2.789 1.412 1.865  C99 1.099
88 H -3.766 -5.438 -1.827  N25 1.010
89 C -4.646 2.055 -0.925  C11 1.500, H40 1.095, H47 1.084, H122 1.108
90 H 1.765 -4.527 -0.929  C82 1.126
91 H -2.599 1.621 -0.614  C11 1.126
92 H 1.836 -2.303 3.578  C42 1.096
93 C 1.454 4.727 5.810  H31 1.106, H58 1.089, O62 1.382, H70 1.085
94 H 0.685 -3.607 0.959  C29 1.102
95 C 1.368 -5.599 1.011  H20 1.099, C29 1.500, C82 1.595, N106 1.449
96 H 1.727 0.132 3.982  N72 1.017
97 O -2.819 -2.355 2.174  H33 0.987, C74 1.406
98 N -3.884 0.004 0.093  H9 1.015, C11 1.449, H108 1.025
99 C -3.486 2.026 1.276  C11 1.509, O38 1.429, H66 1.095, H87 1.099
100 H 2.527 2.135 1.757  C61 1.107
101 H 3.006 2.549 -0.881  C69 1.084
102 H -0.262 5.720 1.409  C27 1.094
103 H 1.221 2.288 6.187  C18 1.121
104 C -2.630 -3.798 -2.191  C5 1.543, N25 1.473, H53 1.103, C85 1.505
105 N 0.608 0.019 -2.667  C12 1.474, H39 1.030, H83 1.015
106 N 0.209 -6.398 0.670  H26 1.020, H67 1.035, C95 1.449
107 H 0.948 2.844 -4.913  C68 1.100
108 H -3.956 -0.433 -0.831  N98 1.025
109 H 2.607 -1.105 -1.022  C110 1.102
110 C 2.958 -0.577 -1.924  C12 1.552, H19 1.074, H64 1.099, H109 1.102
111 O 3.698 1.178 3.190  C61 1.450, H125 0.968
112 C -1.883 -4.866 -5.622  H2 1.073, H37 1.085, H50 1.089, O79 1.447
113 H 3.205 -4.957 0.006  C82 1.093
114 H -0.348 -0.194 2.696  O84 1.003
115 H -2.101 3.215 3.066  C4 1.092
116 H -3.724 4.018 3.034  C4 1.101
117 H -0.196 4.790 -6.100  N41 1.019
118 H 3.063 4.143 -4.617  C54 1.082
119 H -0.115 2.055 3.526  C36 1.084
120 H 2.314 4.226 -0.922  C69 1.096
121 H -2.700 -5.097 -0.617  N25 1.003
122 H -4.287 3.103 -0.969  C89 1.108
123 H -4.198 -0.964 3.047  C74 1.138
124 H 2.290 4.550 -6.155  C54 1.095
125 H 4.391 0.502 3.224  O111 0.968
126 H 0.342 -4.425 2.482  C29 1.096

Mulliken atomic charge list, values in e, 8 entries: H 0.354; H 0.294; H 0.398; C -0.550; C -0.641; H 0.200; H 0.219; H 0.252

Which structure is the least stable? The one labeled model ii.

Model i:
Here is one molecule with the formula C4H4S from OMol25. Energies are from ωB97M-V/def2-TZVPD.

Computed properties:
2S+1 ... 3
<S²> ... 2.02
Kohn-Sham gap (spin up / spin down) ... 5.511 / 8.211 eV
HOMO (spin up / spin down) ... -4.91 / -10.03 eV

Bonds (Å) are listed after each position.
CARTESIAN COORDINATES (ANGSTROEM)
1 H 1.261 -0.246 -1.283  C3 0.992
2 H -2.664 -0.829 1.281  C7 1.118
3 C 0.680 0.237 -0.641  H1 0.992, C4 1.771, C8 1.317
4 C -0.705 -0.665 -0.004  C3 1.771, S6 1.784, C7 1.250
5 H 0.836 1.787 0.815  C8 1.045
6 S -1.041 -2.385 -0.336  C4 1.784, C7 1.924
7 C -1.722 -0.901 0.683  H2 1.118, C4 1.250, S6 1.924
8 C 1.190 1.287 -0.031  C3 1.317, H5 1.045, H9 1.156
9 H 2.164 1.714 -0.484  C8 1.156

Mulliken atomic charge list, values in e, 8 entries: H 0.371; H 0.400; C -0.207; C 0.027; H 0.307; S -0.062; C -0.350; C -0.676

Model ii:
Here is one molecule with the formula C4H4S from OMol25. Energies are from ωB97M-V/def2-TZVPD.

Computed properties:
2S+1 ... 3
<S²> ... 2.01
Kohn-Sham gap (spin up / spin down) ... 6.558 / 6.872 eV
HOMO (spin up / spin down) ... -5.68 / -9.60 eV

Bonds (Å) are listed after each position.
CARTESIAN COORDINATES (ANGSTROEM)
1 S 2.441 0.028 -0.023  C3 1.783, C5 1.846
2 H 0.809 2.031 -0.043  C9 1.070
3 C 0.822 0.039 -0.770  S1 1.783, C4 1.562, C5 1.640, C9 1.474
4 C 0.197 -1.200 -0.052  C3 1.562, C5 1.595, H7 1.087, H8 1.052
5 C 0.825 -0.058 0.867  S1 1.846, C3 1.640, C4 1.595, C9 1.552
6 H -0.745 1.380 -0.205  C9 1.055
7 H -0.878 -1.120 0.093  C4 1.087
8 H 0.748 -2.068 -0.274  C4 1.052
9 C 0.248 1.125 0.045  H2 1.070, C3 1.474, C5 1.552, H6 1.055

Mulliken atomic charge list, values in e, 8 entries: S -0.004; H 0.229; C -0.002; C -0.418; C -0.016; H 0.243; H 0.241; H 0.267

Which structure is the least stable? The one labeled model i.